{"formula": "C2H3IN2", "method": "the ωB97M-V functional and the def2-TZVPD basis", "relative_energy_kj_mol": 435.1, "orbital_gap_ev": [7.2220, 7.2146], "spin_multiplicity": 1, "e_homo_ha": [-0.314, -0.314], "fmax_ha_per_bohr": 0.0484, "symbols": ["I", "N", "N", "C", "C", "H", "H", "H"], "positions_angstrom": [[-2.423878, -1.996870, -0.755790], [1.275320, -0.006469, -0.150643], [1.505784, -1.073995, 0.126447], [1.190351, 1.209870, -0.419626], [-1.988012, -0.521486, 0.586748], [-1.914723, -0.941692, 1.604900], [0.263938, 1.533318, -0.765093], [2.091218, 1.797327, -0.226940]], "forces_ev_per_a": [[0.0618, 0.0504, 0.4891], [0.9244, -2.2074, 0.6865], [-0.3015, -0.7064, 0.0841], [1.1102, 2.1519, -0.0708], [0.1384, 0.4712, -0.2879], [-0.1555, -0.5322, -0.2181], [-1.1910, 0.8352, -0.4880], [-0.5868, -0.0628, -0.1950]], "mulliken_charge": [0.186, 0.466, -0.595, -0.368, -0.392, 0.201, 0.271, 0.231]}

{"formula": "C22H28N8O3RuS4Si", "method": "the ωB97M-V functional and the def2-TZVPD basis", "relative_energy_kj_mol": 147.9, "orbital_gap_ev": [6.1696, 5.9999], "spin_multiplicity": 2, "charge": -1, "e_homo_ha": [-0.156, -0.150], "fmax_ha_per_bohr": 0.0629, "symbols": ["Ru", "S", "S", "S", "S", "Si", "O", "O", "O", "N", "N", "N", "N", "N", "N", "N", "N", "C", "C", "C", "C", "C", "C", "C", "C", "C", "C", "C", "C", "C", "C", "C", "C", "C", "C", "C", "C", "C", "C", "H", "H", "H", "H", "H", "H", "H", "H", "H", "H", "H", "H", "H", "H", "H", "H", "H", "H", "H", "H", "H", "H", "H", "H", "H", "H", "H", "H"], "positions_angstrom": [[0.595258, 0.270195, 0.594885], [-0.469202, 0.258992, 2.948370], [2.076545, 4.003682, 2.844520], [2.522374, 1.211254, 1.812824], [4.210376, -0.442929, -0.940359], [-0.201440, 2.455573, 0.046307], [4.475112, -1.349668, -2.032184], [4.255695, 0.960341, -1.256828], [3.070154, 1.951941, 4.170632], [-3.001115, -0.291107, 3.478393], [7.839958, -1.546145, 3.639917], [-2.460016, -0.549664, 1.280948], [-1.535104, -0.475682, 0.329408], [3.008223, -3.039148, -0.071522], [1.049489, -1.885989, 0.627784], [0.236483, -0.164702, -1.660521], [2.727289, -0.689569, -0.296441], [0.958152, -0.582753, -3.893761], [1.247711, 3.355748, -0.828105], [2.302791, -1.896189, 0.076113], [2.529425, 2.423446, 3.031483], [5.935884, -2.015917, 0.513538], [-1.208080, -1.291224, -3.191855], [-1.866766, -0.887599, -0.843744], [-0.936105, -0.776962, -1.916526], [1.117996, -4.247415, 0.744194], [6.746852, -2.278722, 1.604042], [6.494785, -0.001224, 2.344549], [3.360163, 2.864165, 5.220362], [5.388957, -0.751244, 0.356678], [1.145403, -0.064834, -2.625085], [7.011813, -1.281733, 2.543890], [-0.899432, 3.516751, 1.480409], [-1.666912, 2.494091, -1.194088], [-0.251807, -1.209672, -4.176238], [-2.066684, -0.213491, 2.477478], [0.479404, -3.034270, 0.935453], [2.413910, -4.171287, 0.250799], [5.688605, 0.262275, 1.253677], [7.687643, -0.935838, 4.425926], [-2.852342, -1.316366, -0.996494], [2.183620, 2.809147, -0.711903], [-2.170804, -1.753142, -3.370302], [7.176823, -3.265551, 1.738893], [4.081009, 3.614474, 4.890685], [-2.545724, 1.993966, -0.777534], [-0.369501, 3.335301, 2.413713], [-2.845843, 0.356398, 4.233213], [1.735709, -0.501740, -4.638837], [-1.413345, 2.002065, -2.137300], [5.716801, -2.774791, -0.220981], [1.045349, 3.459377, -1.899897], [-0.814167, 4.583170, 1.252036], [-0.433397, -1.628814, -5.157754], [5.281481, 1.249453, 1.086508], [6.719093, 0.780186, 3.061583], [2.459347, 3.379186, 5.552643], [0.647272, -5.188102, 0.988047], [2.064011, 0.446284, -2.372204], [-0.517502, -2.979305, 1.363650], [1.386623, 4.352068, -0.401586], [3.011258, -5.069602, 0.109995], [-1.956360, 3.278805, 1.639027], [3.774693, 2.257178, 6.023506], [-1.938863, 3.529980, -1.413422], [7.872896, -2.516099, 3.907265], [-3.952819, -0.342103, 3.143927]], "forces_ev_per_a": [[-3.0337, 0.5260, 0.9920], [0.4028, 0.0137, -1.2647], [0.2061, 0.0420, 0.2221], [0.2776, -0.7815, -0.0640], [-0.3298, -0.1170, -0.1175], [0.4646, 0.4989, 0.2870], [0.0686, -0.1733, 0.1426], [-0.0077, 0.1853, 0.1547], [0.0900, -0.1540, -0.0368], [-0.1854, 0.0681, -0.2012], [0.0707, 0.0315, -0.0793], [-1.1549, -0.3030, 0.1924], [1.6109, 0.3102, -0.7911], [0.1727, 0.1085, -0.0668], [0.6960, -0.2601, 0.0527], [0.1754, 0.1753, 0.5772], [0.4486, -0.0708, 0.0173], [-0.4050, -0.1665, -0.1036], [-0.3902, -0.0053, -0.0073], [0.0444, -0.8386, 0.0123], [-0.4971, 0.5809, -0.2573], [0.0042, 0.0650, 0.0333], [-0.3078, 0.0411, 0.5706], [-0.6122, -0.0149, 0.9022], [0.9232, 0.0597, -1.0665], [-0.0089, -0.0693, -0.0337], [0.0354, 0.0080, 0.0180], [0.0615, -0.0804, 0.0033], [-0.0093, 0.0623, -0.0192], [-0.2903, -0.0624, -0.2573], [0.2294, 0.2109, -0.1593], [-0.0222, 0.0141, -0.1016], [0.0239, -0.2944, -0.1924], [0.2282, -0.2887, 0.0956], [0.4082, 0.1406, -0.1564], [1.0417, 0.2429, 0.4212], [-0.0252, -0.0096, 0.0880], [-0.0141, 0.0841, 0.0364], [0.0057, 0.1065, 0.0108], [-0.0162, -0.0317, 0.0570], [-0.0301, 0.0487, -0.0497], [-0.0013, -0.0121, 0.0509], [0.0326, -0.0482, -0.0162], [-0.0059, 0.0044, -0.0133], [-0.0135, 0.0033, 0.0026], [-0.0257, 0.0353, -0.0022], [-0.0861, -0.0001, -0.0734], [0.0130, -0.0905, 0.0811], [0.0509, 0.0435, 0.0562], [-0.0356, 0.0535, -0.0327], [-0.0723, -0.0822, -0.0031], [-0.0060, 0.0403, 0.0020], [-0.0224, -0.0019, -0.0463], [-0.0383, 0.0074, 0.0003], [-0.0528, -0.0092, 0.0542], [-0.0174, 0.0301, -0.0270], [-0.0140, -0.0130, -0.0097], [0.0000, 0.0121, 0.0167], [-0.0438, 0.0433, 0.0597], [-0.0015, 0.0612, 0.0103], [0.0187, 0.0142, -0.0274], [-0.0464, -0.0094, 0.0271], [-0.0339, -0.0164, -0.0532], [0.0021, -0.0100, -0.0323], [0.0373, 0.0342, 0.0255], [-0.0251, -0.0033, 0.0670], [0.0379, 0.0109, 0.0220]], "mulliken_spin": [1.017, -0.032, 0.011, 0.014, 0.010, -0.057, 0.008, 0.001, 0.001, -0.001, 0.000, -0.011, -0.010, 0.001, -0.001, 0.021, 0.029, 0.002, -0.007, 0.000, -0.004, 0.000, 0.004, 0.039, -0.032, -0.001, 0.000, 0.002, 0.000, 0.008, -0.009, 0.000, -0.002, -0.005, -0.004, 0.006, -0.007, 0.000, 0.000, 0.000, 0.004, 0.002, 0.000, 0.000, 0.000, 0.001, 0.000, 0.000, 0.001, 0.000, 0.000, -0.001, -0.001, 0.000, -0.003, 0.000, 0.000, 0.000, 0.003, 0.001, -0.001, 0.000, 0.000, 0.000, -0.001, 0.000, 0.000]}

{"formula": "C3H8N3O", "method": "the ωB97M-V functional and the def2-TZVPD basis", "relative_energy_kj_mol": 290.3, "orbital_gap_ev": 9.6016, "spin_multiplicity": 1, "charge": 1, "e_homo_ha": -0.516, "smiles": "[NH3+]N1CNC(=O)C1", "fmax_ha_per_bohr": 0.0707, "symbols": ["O", "N", "N", "N", "C", "C", "C", "H", "H", "H", "H", "H", "H", "H", "H"], "positions_angstrom": [[-1.827519, 1.656409, -1.701477], [0.717927, -0.076771, 0.034903], [-1.093200, -0.471664, -1.294006], [1.327202, -0.270117, 1.273125], [-0.209182, -1.124787, -0.358723], [0.004875, 1.221209, -0.066886], [-1.090232, 0.917347, -1.142978], [1.871978, 0.689767, 1.478809], [1.772271, -1.266410, 1.322811], [0.564372, -0.329953, 1.975818], [0.371089, -1.753304, -0.934060], [-0.517659, 1.343483, 0.899043], [0.733245, 1.975715, -0.241368], [-0.742680, -1.497073, 0.415544], [-1.882486, -1.013852, -1.660554]], "forces_ev_per_a": [[-0.0162, 0.8474, 0.0257], [-0.0518, 1.2503, -2.1144], [0.1169, 0.6743, 0.6311], [-0.1613, 0.3877, 1.4415], [0.6833, 2.2070, -2.4122], [-0.5144, -1.8101, 0.8372], [0.0617, -1.2707, -0.0163], [-0.5343, -3.2147, -0.2550], [0.1666, 2.5258, -0.1697], [0.3985, 0.2143, 0.4719], [1.0044, -2.4607, -0.5722], [-0.1828, 0.6445, -0.2556], [0.1017, 0.9738, -0.4521], [-1.5143, -1.7406, 2.8066], [0.4420, 0.7717, 0.0335]], "mulliken_charge": [-0.484, -0.101, -0.188, -0.313, -0.731, -0.472, 0.254, 0.415, 0.388, 0.385, 0.382, 0.342, 0.348, 0.519, 0.256]}

Repeat the first record exactly.
{"formula": "C2H3IN2", "method": "the ωB97M-V functional and the def2-TZVPD basis", "relative_energy_kj_mol": 435.1, "orbital_gap_ev": [7.2220, 7.2146], "spin_multiplicity": 1, "e_homo_ha": [-0.314, -0.314], "fmax_ha_per_bohr": 0.0484, "symbols": ["I", "N", "N", "C", "C", "H", "H", "H"], "positions_angstrom": [[-2.423878, -1.996870, -0.755790], [1.275320, -0.006469, -0.150643], [1.505784, -1.073995, 0.126447], [1.190351, 1.209870, -0.419626], [-1.988012, -0.521486, 0.586748], [-1.914723, -0.941692, 1.604900], [0.263938, 1.533318, -0.765093], [2.091218, 1.797327, -0.226940]], "forces_ev_per_a": [[0.0618, 0.0504, 0.4891], [0.9244, -2.2074, 0.6865], [-0.3015, -0.7064, 0.0841], [1.1102, 2.1519, -0.0708], [0.1384, 0.4712, -0.2879], [-0.1555, -0.5322, -0.2181], [-1.1910, 0.8352, -0.4880], [-0.5868, -0.0628, -0.1950]], "mulliken_charge": [0.186, 0.466, -0.595, -0.368, -0.392, 0.201, 0.271, 0.231]}

Please write out number 1 again, unchanged.
{"formula": "C2H3IN2", "method": "the ωB97M-V functional and the def2-TZVPD basis", "relative_energy_kj_mol": 435.1, "orbital_gap_ev": [7.2220, 7.2146], "spin_multiplicity": 1, "e_homo_ha": [-0.314, -0.314], "fmax_ha_per_bohr": 0.0484, "symbols": ["I", "N", "N", "C", "C", "H", "H", "H"], "positions_angstrom": [[-2.423878, -1.996870, -0.755790], [1.275320, -0.006469, -0.150643], [1.505784, -1.073995, 0.126447], [1.190351, 1.209870, -0.419626], [-1.988012, -0.521486, 0.586748], [-1.914723, -0.941692, 1.604900], [0.263938, 1.533318, -0.765093], [2.091218, 1.797327, -0.226940]], "forces_ev_per_a": [[0.0618, 0.0504, 0.4891], [0.9244, -2.2074, 0.6865], [-0.3015, -0.7064, 0.0841], [1.1102, 2.1519, -0.0708], [0.1384, 0.4712, -0.2879], [-0.1555, -0.5322, -0.2181], [-1.1910, 0.8352, -0.4880], [-0.5868, -0.0628, -0.1950]], "mulliken_charge": [0.186, 0.466, -0.595, -0.368, -0.392, 0.201, 0.271, 0.231]}